Molecular formula: C13H18CoN6OS3
Method: DFT, the ωB97M-V functional and the def2-TZVPD basis

```
42
Properties=species:S:1:pos:R:3:mulliken_spin:R:1
Co 0.22 -0.98 -0.27 0.9571
N 2.77 -1.31 -2.39 0.0026
C 3.05 -1.24 -1.05 -0.0091
N 2.09 -1.25 -0.14 -0.0266
C 2.62 -1.25 1.15 0.0113
C 3.96 -1.15 1.20 0.0022
S 4.62 -1.14 -0.40 -0.0012
C 1.61 -1.43 2.19 0.0011
C 1.71 -1.53 3.53 0.0024
S 0.14 -1.79 4.21 0.0037
C -0.55 -1.74 2.65 0.0075
N 0.31 -1.54 1.68 0.0251
N -1.88 -1.86 2.42 0.0025
H 2.04 -1.97 -2.64 0.0015
H 3.55 -1.36 -3.02 -0.0005
H 4.61 -1.12 2.06 0.0000
H 2.58 -1.49 4.15 -0.0004
H -2.49 -2.17 3.16 0.0003
H -2.17 -2.06 1.48 0.0014
C -4.14 -1.07 -0.75 0.0010
S -2.74 -0.89 -1.82 -0.0017
C -2.68 0.88 -1.97 0.0025
O -1.53 -1.26 -0.95 0.0036
H -5.02 -0.73 -1.30 -0.0004
H -3.99 -0.48 0.15 -0.0001
H -4.25 -2.13 -0.54 0.0000
H -3.57 1.20 -2.52 0.0003
H -1.79 1.12 -2.54 -0.0006
H -2.65 1.33 -0.98 0.0000
N 0.72 1.27 -2.53 0.0051
C 0.46 1.81 -1.29 -0.0114
C 0.28 3.19 -1.16 0.0000
C -0.03 3.72 0.07 -0.0018
C -0.17 2.86 1.17 -0.0003
C 0.00 1.52 0.96 0.0002
N 0.30 0.98 -0.25 0.0120
H 0.95 1.94 -3.24 -0.0005
H 1.34 0.47 -2.57 0.0068
H 0.40 3.83 -2.02 0.0005
H -0.16 4.78 0.19 -0.0003
H -0.42 3.23 2.15 -0.0001
H -0.11 0.81 1.77 0.0043
```

As for the lowest unoccupied orbital energy (alpha / beta): -6.65 / -6.01 eV. The calculated total energy is -3486.83138 Eh. As for the multiplicity: 2. The value obtained for the maximum force is 0.7 eV/Å. As for the orbital gap (alpha / beta): 7.445 / 8.086 eV. For the relative energy (zero: lowest compared OMol25 entry of this formula, charge and spin), the calculation gives 61.3 kJ/mol. The molar mass comes out at 429.46 g mol⁻¹. As for the charge: +2.